Record 1
Here is a cluster of 2 separate species, C6H18N2O2PS in total from the Open Molecules 2025 dataset. Energies are from the ωB97M-V functional and the def2-TZVPD basis.

For the orbital gap, the calculation gives 6.400 eV. The calculation puts the HOMO energy at -10.7 eV.

Geometry as ORCA input:
```
! RIJCOSX wB97M-V def2-TZVPD def2/J DEFGRID3
* xyz 1 1
H -2.37371 3.21440 -2.89551
H -0.41324 -3.39188 2.66324
H -2.91245 3.45343 0.03035
H 0.83826 -2.22315 0.00660
P -1.15172 -2.51437 1.82258
N -2.52384 2.82990 -1.95971
C -1.46740 1.86246 -1.59620
C 2.26487 -1.26999 1.40273
H 2.17545 -1.60851 2.44837
H 4.83933 -2.44355 1.81731
H 0.51067 1.19047 -1.91199
C 3.92775 -2.95317 1.45314
H -3.38122 2.26578 -1.92124
C 0.91973 -1.30966 0.62102
H -3.54515 4.52675 -1.24282
H 2.69288 -0.24774 1.43620
C -2.70292 3.91387 -0.93050
H -0.90234 -0.52065 0.89758
O 3.19008 -2.04468 0.63796
H -2.28393 -2.07585 2.57478
H 3.32377 -3.37900 2.27226
S -1.86529 -3.42894 0.23635
N -0.26404 -1.06600 1.47748
C -0.24481 1.76422 -2.44175
H -0.49433 1.26024 -3.37902
O -1.74803 1.15733 -0.67488
H 0.96392 -0.46275 -0.09282
H -1.79625 4.51363 -0.89340
H 0.15176 2.75987 -2.65587
H 4.27218 -3.77245 0.79775
*
```

Record 2
Here is a cluster of 2 separate species, C6H18N3 in total from the Open Molecules 2025 dataset. Energies are from the ωB97M-V functional and the def2-TZVPD basis.

For the orbital gap, the calculation gives 8.595 eV. The calculation puts the HOMO energy at -11.2 eV. The energy above the lowest of the compared OMol25 structures with the same formula, charge and spin is 490.0 kJ/mol.

Geometry as ORCA input:
```
! RIJCOSX wB97M-V def2-TZVPD def2/J DEFGRID3
* xyz 1 1
H -1.86384 1.06711 -2.80137
N 1.71629 -0.90475 0.41363
C -2.98868 0.55096 -0.50426
C 2.08167 -1.25134 -0.95740
H -0.32468 1.52316 -2.34600
H -1.23918 -0.40774 -0.96510
H -3.27287 1.66570 -0.52487
H 2.45412 -0.34750 -1.53177
H 1.21751 1.62326 2.29374
H 2.76504 -2.28846 1.46160
C -1.30774 1.44361 -1.93966
H -1.77051 2.27943 -1.48945
H -3.64465 0.04259 -1.19596
H 1.19621 -1.81007 2.19981
H 1.14046 -1.67157 -1.46818
H -1.10468 0.14624 1.18832
H 1.28665 -2.94118 0.90473
N -1.51494 0.52481 -0.81717
H 0.80926 -0.08299 2.69824
H -3.44182 0.13764 0.44568
C -0.69292 0.76685 0.50775
C 1.77828 -2.06348 1.30914
N 1.42029 0.65880 2.24847
H 2.92779 -1.97589 -1.04245
H -0.79736 1.82213 0.80985
H 1.69023 1.14497 0.23715
C 1.48007 0.34773 0.86553
*
```

Record 3
Here is a structure of composition C6H18N3P3 from the Open Molecules 2025 dataset. Energies are from the ωB97M-V functional and the def2-TZVPD basis.

For the orbital gap, the calculation gives 7.781 eV. The calculation puts the HOMO energy at -7.0 eV. The energy above the lowest of the compared OMol25 structures with the same formula, charge and spin is 40.4 kJ/mol.

Geometry as ORCA input:
```
! RIJCOSX wB97M-V def2-TZVPD def2/J DEFGRID3
* xyz 0 1
N -1.19194 0.71962 -0.33726
C 0.15662 0.19957 -2.89359
P -1.37220 -0.67432 0.85028
H -0.56317 -2.91738 0.36523
H -0.66320 3.21873 -1.11016
P 0.19678 0.84082 -1.13656
H -1.06049 -0.20466 3.46797
N 1.36031 0.00807 -0.43247
H -2.47069 1.50423 -1.81224
H 0.03407 -1.80879 -0.81649
H -3.28571 0.59711 -0.54939
C -2.45712 1.35850 -0.72734
H 0.11457 -1.37617 3.73355
H 2.16998 -2.31046 1.99687
H -0.94286 0.03258 -3.19431
H -2.78776 2.03892 0.09447
H 0.83466 3.04659 -2.17017
H 0.99843 2.91361 -0.41533
H 0.63140 0.06609 3.50617
C 0.37008 2.72578 -1.26755
H 3.23289 -1.96291 0.57150
C -0.89614 -2.06026 -0.29150
H -1.74147 -2.33235 -0.97641
H 0.48536 -0.79737 -2.75969
C -0.13804 -0.47352 3.16788
P 1.50922 0.20669 1.16030
H 0.74932 0.82157 -3.57322
H 3.80505 -1.21875 2.20717
C 2.94723 -1.61109 1.62137
N -0.02518 -0.55047 1.72092
*
```

Record 4
Here is a structure of composition C6H18N4 from the Open Molecules 2025 dataset. Energies are from the ωB97M-V functional and the def2-TZVPD basis.

For the orbital gap, the calculation gives 8.954 eV. The calculation puts the HOMO energy at -8.1 eV. The energy above the lowest of the compared OMol25 structures with the same formula, charge and spin is 196.4 kJ/mol.

Geometry as ORCA input:
```
! RIJCOSX wB97M-V def2-TZVPD def2/J DEFGRID3
* xyz 0 1
H -1.40554 -2.80589 1.23410
C 2.05233 -1.44585 0.45182
H 2.30231 -0.38576 0.46896
H 1.41060 1.63886 -0.54841
H 0.59036 -1.70764 -2.43785
C -0.29755 -0.32533 1.65892
N -0.50345 -1.06015 0.40675
H 0.45900 0.44265 1.52170
H 0.54860 -2.78188 -0.31175
H 0.00810 -0.98391 2.47906
H -1.58622 4.13298 -0.24509
C 0.60740 -0.99654 -1.61174
C 0.73699 -1.70462 -0.26232
H 2.83981 -1.95464 -0.10433
H -0.37915 1.30110 -1.90553
N -0.75796 2.19682 -1.60142
H -1.79401 -2.44023 -0.47152
H 1.40600 -0.27873 -1.80023
C -1.61473 -2.00785 0.51297
H -0.51788 -0.52929 -0.92458
H -1.23488 0.15926 1.93244
N 0.98929 2.38298 -0.00035
H -0.46585 4.02604 1.00671
H -1.76713 2.20706 -1.61559
C -0.17380 2.67703 -0.43999
H 2.04557 -1.81146 1.47945
H -2.51188 -1.47503 0.82923
N -0.98634 3.53003 0.29860
*
```

Record 5
Here is a cluster of 6 separate species, C6H18N6O12 in total from the Open Molecules 2025 dataset. Energies are from the ωB97M-V functional and the def2-TZVPD basis.

For the orbital gap, the calculation gives 10.791 eV. As for the SMILES: C[N+](=O)[O-].C[N+](=O)[O-].C[N+](=O)[O-].C[N+](=O)[O-].C[N+](=O)[O-].C[N+](=O)[O-]. The calculation puts the HOMO energy at -11.1 eV. The energy above the lowest of the compared OMol25 structures with the same formula, charge and spin is 18.2 kJ/mol.

Geometry as ORCA input:
```
! RIJCOSX wB97M-V def2-TZVPD def2/J DEFGRID3
* xyz 0 1
O -0.59201 4.14887 -4.62394
H -0.86181 -2.96322 1.15472
O 4.09213 3.10442 2.46099
O 1.95882 -3.66958 4.56641
C 2.16559 2.33674 3.47079
H -1.26441 2.72268 -2.76699
C -1.81038 -2.78973 1.65316
H -1.79866 1.59726 -4.05090
H -0.07978 -2.00825 3.92116
N 0.75890 -0.33685 -4.42310
O -2.38535 -1.50825 -0.17538
O -2.58704 3.87968 -5.38450
H 2.49464 1.60291 4.19738
N 3.17195 2.31515 2.37721
H 0.62528 -0.54121 -1.00650
H -2.98762 2.68343 -3.30729
H -2.20012 -3.68256 2.12434
O 1.31144 -0.78891 -3.44061
N 1.15123 -3.02740 5.20252
H -0.94229 0.26771 -0.95417
N -1.68674 3.62623 -4.61567
O 0.63566 -3.37600 6.24268
N -2.77595 -2.35182 0.61012
H 1.50441 -1.23737 4.08896
H 0.61020 1.17821 -1.06349
O 0.67170 -0.38984 1.49502
C 0.19236 -1.28823 -5.39311
O -0.29116 1.51964 1.28259
C 0.08929 0.32598 -0.62845
H -0.84500 -1.02440 -5.57157
H 0.26280 -1.13750 5.41762
N 0.15725 0.47671 0.83127
O -3.88084 -2.83807 0.60816
H 0.73024 -1.15153 -6.33160
O 0.63043 0.84149 -4.68261
H 0.32575 -2.30413 -5.04641
H 1.21129 2.07168 3.02791
C -1.94576 2.56820 -3.59255
C 0.70429 -1.72860 4.62542
O 3.02442 1.49275 1.49348
H -1.70226 -1.96402 2.34911
H 2.15710 3.34773 3.85780
*
```

Record 6
Here is a cluster of 2 separate species, C6H18NO in total from the Open Molecules 2025 dataset. Energies are from the ωB97M-V functional and the def2-TZVPD basis.

For the orbital gap, the calculation gives 10.742 eV. The calculation puts the HOMO energy at -14.1 eV. The energy above the lowest of the compared OMol25 structures with the same formula, charge and spin is 239.4 kJ/mol.

Geometry as ORCA input:
```
! RIJCOSX wB97M-V def2-TZVPD def2/J DEFGRID3
* xyz 1 1
H -0.03323 -3.30698 0.60929
H -0.88419 -1.35190 -0.75617
H -3.09423 1.56577 -0.87596
H 2.37050 0.21076 -2.02657
C 1.15521 0.53558 -0.29908
N 0.33895 1.48950 -1.18922
H -1.74220 -0.62356 0.46510
H 2.87024 -0.83837 -0.62279
C -0.05892 0.88343 1.86272
O -2.28088 1.58110 -1.44770
H 1.88545 1.21565 0.33284
C 0.32979 -0.14791 0.79094
H 1.21032 -0.86085 1.28585
H 0.95730 2.37281 -1.47960
H -2.29506 1.63822 -2.29568
H 0.25813 1.01583 -2.11064
C -0.71293 -2.50728 1.10889
H -0.52143 1.86892 1.62762
H 1.51398 -1.19941 -1.70098
H -1.69420 -3.01361 1.05296
H -0.70676 0.52109 2.64954
H 0.82498 1.33981 2.49507
H -0.34262 -2.56635 2.20292
C 2.03647 -0.37156 -1.14947
H -0.63853 1.71347 -0.96040
C -0.74615 -1.16416 0.43053
*
```